Entry 1:
Here is C25H31N3O6PPdS as an isolated structure at a distorted geometry from OMol25. Energies are from ωB97M-V/def2-TZVPD.

```
! RIJCOSX wB97M-V def2-TZVPD def2/J DEFGRID3
* xyz 1 1
Pd 0.4210 0.5011 -0.4172
O 1.1631 -2.6191 2.4885
C 0.8689 -1.5696 1.9644
N 0.3826 -1.3705 0.6946
C -0.3862 -2.3362 0.0804
O -0.3412 -3.5364 0.1879
C -1.5127 -1.6863 -0.6955
C -2.6141 -2.4032 -1.1182
C -3.6666 -1.7205 -1.7024
C -3.5761 -0.3420 -1.8605
C -2.4342 0.3030 -1.4310
N -1.4332 -0.3651 -0.8489
C 0.9121 -0.2879 2.7877
C 1.2695 -0.3612 4.1256
C 1.2799 0.8027 4.8734
C 0.9325 1.9971 4.2570
C 0.5821 1.9708 2.9208
N 0.5619 0.8498 2.1947
H -2.6184 -3.4727 -0.9574
H -4.5522 -2.2509 -2.0272
H -4.3822 0.2301 -2.2986
H -2.3088 1.3720 -1.5347
H 1.5276 -1.3259 4.5396
H 1.5523 0.7815 5.9204
H 0.9214 2.9312 4.8019
H 0.2931 2.8851 2.4152
C 5.3951 -0.5164 0.9669
C 3.9305 -0.3333 1.2704
O 3.5126 1.0137 0.8904
P 2.5423 1.2332 -0.3292
O 3.3061 0.6512 -1.5843
C 4.5818 1.2036 -2.0308
C 5.2126 0.2070 -2.9665
O 2.6304 2.8070 -0.5064
C 1.5766 3.7370 -0.1544
C 2.1058 4.7090 0.8680
H 5.7208 -1.4899 1.3359
H 5.9866 0.2563 1.4592
H 5.5864 -0.4789 -0.1061
H 3.7312 -0.4189 2.3342
H 3.3244 -1.0724 0.7441
H 5.2059 1.3949 -1.1580
H 4.3747 2.1512 -2.5255
H 5.4170 -0.7341 -2.4551
H 6.1543 0.6052 -3.3449
H 4.5575 0.0079 -3.8159
H 0.7194 3.1800 0.2242
H 1.2794 4.2294 -1.0775
H 2.4532 4.1800 1.7567
H 1.3162 5.4035 1.1593
H 2.9369 5.2834 0.4597
C -0.0591 1.9788 -4.7349
S 0.8813 1.0842 -3.5342
O 0.2333 1.5899 -2.2146
C 0.3712 -0.5860 -3.7895
C 1.2518 -1.5233 -3.2600
C 0.9618 -2.8711 -3.3818
C -0.1879 -3.2706 -4.0498
C -1.0548 -2.3258 -4.5886
C -0.7873 -0.9715 -4.4518
H -1.1172 1.8969 -4.4939
H 0.1674 1.5835 -5.7242
H 0.2681 3.0139 -4.6612
H 2.1571 -1.1971 -2.7641
H 1.6284 -3.6082 -2.9549
H -0.4107 -4.3254 -4.1464
H -1.9442 -2.6434 -5.1169
H -1.4704 -0.2468 -4.8746
*
```

Properties
LUMO level (alpha / beta), eV: -3.1 / -3.2
Strongest force on any atom, eV/Å: 1.71
HOMO energy (alpha / beta), Eh: -0.4125 / -0.4125
HOMO-LUMO gap (alpha / beta), eV: 8.075 / 8.075
Relative energy (zero: lowest compared OMol25 entry of this formula, charge and spin), kJ/mol: 89.5

Mulliken atomic charge list, values in e, 8 entries:
1. Pd 0.38
2. O -0.64
3. C -0.31
4. N 0.42
5. C -0.49
6. O -0.64
7. C 0.90
8. C -0.71

=====

Entry 2:
Here is C37H32NNdP2Se as an isolated structure at a distorted geometry from OMol25. Energies are from ωB97M-V/def2-TZVPD.

```
! RIJCOSX wB97M-V def2-TZVPD def2/J DEFGRID3
* xyz 2 4
C 1.0077 -2.0732 -1.8563
C 1.7300 -1.3541 -0.8541
C 2.3314 -2.0755 0.1853
C 2.0645 -3.4308 0.3553
C 1.1946 -4.1031 -0.5282
C 0.6994 -3.4200 -1.6465
P 1.7901 0.4714 -0.7063
C 3.2977 0.9211 0.2613
C 3.3180 1.4792 1.5807
C 4.5678 1.6616 2.1953
C 5.7590 1.3242 1.5490
C 5.7272 0.8159 0.2514
C 4.5069 0.6764 -0.4019
Nd 0.4172 0.6701 1.7003
P -2.0824 -0.1607 0.7376
C -1.8432 -1.4090 2.0747
C -2.3649 -2.6942 1.8276
C -1.6691 -3.7996 2.3383
C -0.5960 -3.6346 3.2358
C -0.2054 -2.3413 3.6528
C -0.9573 -1.2055 3.1972
C -2.7554 1.2213 1.6199
C -2.7093 2.5421 1.1133
C -3.1755 3.5695 1.9307
C -3.7821 3.2574 3.1552
C -3.8301 1.9496 3.6280
C -3.3468 0.9251 2.8507
C -3.0298 -0.3232 -0.7819
C -2.5011 0.0637 -2.0471
C -3.2565 -0.1818 -3.2062
C -4.4853 -0.8582 -3.1273
C -4.9324 -1.3323 -1.8882
C -4.1962 -1.1009 -0.7222
C 2.0552 1.1254 -2.3495
C 2.5525 0.2505 -3.3224
C 2.5785 0.6131 -4.6679
C 2.1678 1.8904 -5.0622
C 1.7700 2.8177 -4.0797
C 1.7427 2.4591 -2.7160
H -2.2333 2.7181 0.1299
H -3.0851 4.6068 1.5896
H -4.2323 4.0489 3.7322
H -4.2654 1.7029 4.5879
H -3.3911 -0.1201 3.1648
H -3.3277 -2.7934 1.2914
H -1.9619 -4.8152 2.0536
H -0.1079 -4.5234 3.6793
H 0.6486 -2.2540 4.3505
H -1.0011 -0.2578 3.7873
H -1.4902 0.5039 -2.1274
H -2.8968 0.1775 -4.1774
H -5.0901 -1.0032 -4.0256
H -5.8701 -1.8819 -1.8170
H -4.5077 -1.5122 0.2449
H 2.8740 -0.7420 -3.0070
H 2.9350 -0.1142 -5.3962
H 2.2066 2.1638 -6.1208
H 1.4816 3.8236 -4.4092
H 1.4553 3.1901 -1.9475
H 2.4290 1.9339 2.1330
H 4.5818 2.0873 3.2075
H 6.7110 1.4693 2.0559
H 6.6413 0.5488 -0.2676
H 4.4742 0.3878 -1.4535
H 3.0487 -1.5600 0.8392
H 2.6095 -3.9668 1.1362
H 1.0154 -5.1749 -0.4616
H 0.1111 -3.9616 -2.4000
H 0.5022 -1.5170 -2.6450
H -0.3041 -0.9668 -0.2403
H -0.2701 -0.1325 -0.2506
Se 0.1810 5.7280 0.6083
C 0.2394 4.0734 1.1521
N 0.3298 2.9260 1.5269
*
```

Properties
LUMO level (alpha / beta), eV: -6.7 / -6.5
Strongest force on any atom, eV/Å: 3.69
HOMO energy (alpha / beta), Eh: -0.4820 / -0.4830
HOMO-LUMO gap (alpha / beta), eV: 6.442 / 6.658
<S²>: 3.77
Relative energy (zero: lowest compared OMol25 entry of this formula, charge and spin), kJ/mol: 193.7

Mulliken atomic charge list, values in e, 8 entries:
1. C -0.14
2. C -0.04
3. C -0.67
4. C -0.69
5. C -0.69
6. C -0.60
7. P 1.53
8. C 0.62

=====

Entry 3:
Here is C20H48N6O8Zr as an isolated structure at a distorted geometry from OMol25. Energies are from ωB97M-V/def2-TZVPD.

```
! RIJCOSX wB97M-V def2-TZVPD def2/J DEFGRID3
* xyz 2 1
Zr 3.7143 -16.0409 -12.9979
C 3.7750 -18.3656 -10.2464
O 3.4880 -17.4046 -11.2276
H 4.0005 -17.8493 -9.3133
H 2.9484 -19.0525 -10.0646
H 4.6770 -18.9351 -10.4702
C 6.7343 -14.1891 -13.2341
O 5.4855 -14.7621 -12.8781
H 7.5152 -14.9352 -13.0870
H 6.7565 -13.9702 -14.3017
H 6.8500 -13.3378 -12.5634
C 3.0592 -20.2223 -13.8627
C 2.5669 -18.9872 -14.5873
O 2.8908 -17.8129 -14.1117
N 1.8453 -19.0973 -15.7059
C 1.1189 -20.2355 -16.1983
H 3.7377 -20.7262 -14.5511
H 2.2977 -20.9701 -13.6414
H 3.5611 -19.9608 -12.9311
H 1.4976 -18.2747 -16.1777
H 0.9455 -21.0460 -15.4904
H 1.8046 -20.7007 -16.9065
H 0.2020 -19.9265 -16.7003
C 7.4234 -17.8439 -12.1694
C 6.4844 -18.0890 -13.2579
O 5.3846 -17.5672 -13.3387
N 7.0104 -18.8533 -14.2310
C 6.2978 -19.0160 -15.5049
H 8.3926 -17.6406 -12.6249
H 7.5831 -18.6170 -11.4178
H 7.0761 -16.9348 -11.6787
H 7.9115 -19.3067 -14.1799
H 5.2977 -18.5922 -15.5958
H 6.1008 -20.0689 -15.7067
H 6.9318 -18.5974 -16.2865
C 3.6293 -12.3942 -10.5749
C 2.9514 -13.7321 -10.4350
O 3.2482 -14.6877 -11.1898
N 2.0320 -13.7960 -9.4467
C 1.4163 -15.0792 -9.1178
H 2.9064 -11.6611 -10.9326
H 4.6002 -12.4320 -11.0688
H 3.9143 -12.0021 -9.5986
H 1.9565 -12.9961 -8.8347
H 0.3464 -14.8713 -9.1058
H 1.7485 -15.4147 -8.1354
H 1.6436 -15.8998 -9.7982
C 2.3912 -11.8412 -13.8354
C 2.1957 -13.2839 -14.3247
O 2.7848 -14.1990 -13.7287
N 1.4359 -13.5703 -15.3380
C 0.5806 -12.6593 -16.2477
H 3.4006 -11.5420 -13.5531
H 1.8020 -11.7416 -12.9238
H 2.1479 -11.1384 -14.6323
H 1.3931 -14.5632 -15.5177
H -0.1495 -13.1413 -16.8978
H 1.3253 -12.1494 -16.8589
H 0.0849 -11.8693 -15.6834
C 5.6944 -15.8293 -17.0397
C 4.3134 -15.8101 -16.4282
O 4.1602 -15.8288 -15.2254
N 3.2452 -15.7620 -17.2602
C 3.2357 -15.8253 -18.7047
H 5.7502 -15.0553 -17.8052
H 5.8438 -16.7618 -17.5840
H 6.5075 -15.6330 -16.3408
H 2.3117 -15.7918 -16.8758
H 3.9652 -16.5326 -19.0994
H 3.2346 -14.8222 -19.1311
H 2.2048 -16.0848 -18.9455
C -0.1410 -17.9013 -12.2132
C 0.2343 -16.4445 -12.4708
O 1.3855 -16.1390 -12.7995
N -0.8287 -15.6320 -12.2892
C -0.7953 -14.1897 -12.5610
H -0.6504 -18.0336 -11.2586
H 0.7151 -18.5649 -12.0915
H -0.7711 -18.3220 -12.9968
H -1.7541 -15.9916 -12.1040
H -0.9660 -14.0153 -13.6233
H 0.1542 -13.7243 -12.2963
H -1.6238 -13.6191 -12.1414
*
```

Properties
LUMO level, eV: -4.8
Strongest force on any atom, eV/Å: 4.22
HOMO energy, Eh: -0.4704
HOMO-LUMO gap, eV: 7.959
Relative energy (zero: lowest compared OMol25 entry of this formula, charge and spin), kJ/mol: 293.6

Mulliken atomic charge list, values in e, 8 entries:
1. Zr 2.27
2. C -1.18
3. O -0.26
4. H 0.24
5. H 0.35
6. H 0.24
7. C -0.99
8. O -0.35

=====

Entry 4:
Here is C22H31N5OSSn as an isolated structure from OMol25. Energies are from ωB97M-V/def2-TZVPD.

```
! RIJCOSX wB97M-V def2-TZVPD def2/J DEFGRID3
* xyz 4 1
Sn 0.2896 0.4370 -1.0696
C -3.8886 1.9239 -2.2106
C -2.6273 1.1877 -1.9369
N -1.5031 1.7289 -1.6594
C -1.2277 3.1576 -1.7106
C 0.2909 3.3537 -1.8858
N 0.9556 2.1368 -2.4613
C 2.4350 2.3193 -2.5272
C 3.0811 1.9534 -1.1992
N 2.6492 0.5971 -0.7841
C 3.2857 -0.4893 -1.5650
C 2.5449 -1.8027 -1.3846
N 1.1187 -1.5782 -1.6484
C 0.3071 -2.5341 -1.9266
C 0.6911 -3.9622 -2.0718
C -1.1186 -2.1267 -2.1363
C -2.1252 -2.9708 -2.5784
C -3.3964 -2.4379 -2.7688
C -3.6293 -1.0889 -2.5231
C -2.5706 -0.3033 -2.0927
N -1.3631 -0.8385 -1.9038
H -3.8695 2.9310 -1.8028
H -4.7469 1.3975 -1.7935
H -4.0471 1.9912 -3.2930
H -1.5655 3.6566 -0.8008
H -1.7623 3.6007 -2.5513
H 0.7852 3.5796 -0.9412
H 0.4639 4.1969 -2.5543
H 0.6235 2.0237 -3.4189
H 2.6663 3.3537 -2.7841
H 2.8192 1.7002 -3.3355
H 2.8051 2.6578 -0.4149
H 4.1678 1.9873 -1.2996
H 2.8510 0.4627 0.2048
H 4.3346 -0.5951 -1.2828
H 3.2545 -0.2175 -2.6191
H 2.6639 -2.2071 -0.3760
H 2.9596 -2.5226 -2.0898
H 0.8471 -4.1828 -3.1349
H -0.0977 -4.6243 -1.7195
H 1.6090 -4.2018 -1.5428
H -1.9348 -4.0133 -2.7911
H -4.2006 -3.0705 -3.1233
H -4.6107 -0.6667 -2.6882
C -1.7592 -1.5937 3.4989
S -0.0307 -1.2081 3.1159
O -0.0008 -0.2063 2.0070
C 0.3536 -0.4392 4.6689
C 0.4827 -1.2939 5.8050
C 0.7609 -0.7404 7.0180
C 0.9371 0.6626 7.1113
C 0.8510 1.5008 5.9598
C 0.5836 0.9509 4.7379
H -2.2979 -0.6636 3.6685
H -1.7961 -2.2419 4.3731
H -2.1471 -2.1271 2.6338
H 0.3643 -2.3668 5.7058
H 0.8562 -1.3538 7.9039
H 1.1415 1.1041 8.0801
H 0.9869 2.5688 6.0686
H 0.4996 1.5476 3.8406
*
```

Properties
LUMO level (alpha / beta), eV: -13.6 / -14.4
Strongest force on any atom, eV/Å: 0.28
HOMO energy (alpha / beta), Eh: -0.7489 / -0.7322
HOMO-LUMO gap (alpha / beta), eV: 6.747 / 5.565
Relative energy (zero: lowest compared OMol25 entry of this formula, charge and spin), kJ/mol: 20.7

Mulliken atomic charge list, values in e, 8 entries:
1. Sn 1.20
2. C -1.84
3. C 0.45
4. N 0.13
5. C -0.79
6. C -0.72
7. N -0.37
8. C -0.75

=====

- Which value of relative energy (zero: lowest compared OMol25 entry of this formula, charge and spin) does entry 3 give?
  293.6 kJ/mol